Molecular formula: C2H6ClN3
Method: DFT, ωB97M-V with the def2-TZVPD basis set

Each line ends with the Mulliken charge.
Geometry (Å):
C  0.11  0.79  -0.10  0.4204
C  -1.21  0.59  0.62  -0.4229
H  0.08  -2.24  -0.36  0.2084
H  1.48  -1.95  0.50  0.2188
H  1.23  -0.34  -1.42  0.2112
H  1.47  1.86  -0.69  0.2502
H  -1.11  -0.16  1.42  0.2892
H  -1.56  1.55  0.98  0.3097
N  0.61  -1.57  0.17  -0.5105
N  0.76  -0.39  -0.50  -0.1386
N  0.58  1.96  -0.21  -0.6323
Cl  -2.45  -0.11  -0.40  -0.2035

F_max ... 2.6 eV/A
Highest occupied orbital energy ... -0.345 hartree
HOMO-LUMO gap ... 10.25 eV
Lowest unoccupied orbital energy ... 0.032 Eh